{
  "formula": "C14H29F5NO3S5SiTeTi",
  "method": "ωB97M-V with the def2-TZVPD basis set",
  "species": ["Ti", "C", "C", "S", "C", "C", "S", "C", "C", "S", "H", "H", "H", "H", "H", "H", "H", "H", "H", "H", "H", "H", "S", "C", "N", "F", "Te", "F", "F", "F", "F", "O", "O", "S", "C", "C", "C", "C", "H", "H", "H", "H", "H", "H", "H", "H", "C", "Si", "C", "C", "O", "H", "H", "H", "H", "H", "H", "H", "H", "H"],
  "xyz": [[0.682, -0.391, -0.074], [-1.529, 3.628, 1.947], [-2.942, 3.009, 1.955], [-3.101, 1.305, 1.352], [-3.199, 1.407, -0.473], [-2.949, 2.776, -1.096], [-1.523, 2.882, -2.224], [-0.917, 4.539, -1.797], [-0.255, 4.698, -0.420], [-1.346, 5.154, 0.965], [-0.794, 2.908, 1.616], [-1.262, 3.919, 2.963], [-3.673, 3.669, 1.485], [-3.268, 2.896, 2.990], [-4.194, 1.075, -0.758], [-2.481, 0.670, -0.837], [-2.818, 3.556, -0.351], [-3.798, 3.070, -1.716], [-1.751, 5.232, -1.914], [-0.187, 4.761, -2.573], [0.455, 5.523, -0.500], [0.321, 3.822, -0.142], [4.628, -1.094, 2.177], [3.406, -1.024, 1.167], [2.499, -1.002, 0.402], [0.852, 1.507, -4.164], [1.381, 1.702, -2.320], [-0.269, 1.118, 0.158], [1.971, 3.555, -2.503], [2.086, 1.714, -0.488], [3.101, 1.308, -2.901], [1.090, -0.149, -1.936], [-0.859, -1.446, -1.010], [-1.191, -1.209, -2.502], [-2.609, -2.306, -2.687], [-2.030, -3.705, -2.857], [-0.905, -3.532, -3.873], [-0.086, -2.321, -3.423], [-3.144, -1.975, -3.581], [-3.240, -2.158, -1.812], [-2.788, -4.413, -3.190], [-1.634, -4.057, -1.901], [-1.331, -3.350, -4.862], [-0.268, -4.413, -3.946], [0.384, -1.748, -4.219], [0.678, -2.574, -2.690], [0.335, -3.009, 3.589], [-0.298, -2.838, 1.847], [0.584, -4.048, 0.717], [-2.146, -3.106, 1.760], [0.023, -1.290, 1.340], [0.240, -4.040, 3.941], [-0.213, -2.363, 4.279], [1.392, -2.732, 3.635], [0.155, -5.049, 0.812], [1.648, -4.110, 0.955], [0.495, -3.746, -0.330], [-2.424, -4.088, 2.154], [-2.490, -3.040, 0.725], [-2.674, -2.344, 2.337]],
  "spin_multiplicity": 2,
  "gap_ev": [8.2936, 5.2384]
}

{
  "formula": "C4H6F2",
  "method": "ωB97M-V with the def2-TZVPD basis set",
  "species": ["F", "C", "F", "C", "C", "C", "H", "H", "H", "H", "H", "H"],
  "xyz": [[-2.198, -0.977, -0.156], [-1.351, -0.008, 0.178], [-1.952, 1.199, -0.040], [-0.104, -0.088, -0.531], [1.094, -0.661, 0.190], [0.993, 0.777, -0.096], [-1.298, -0.164, 1.294], [-0.296, -0.374, -1.608], [1.751, -1.215, -0.559], [1.001, -1.098, 1.241], [1.626, 1.267, -0.759], [0.734, 1.343, 0.844]],
  "e_above_lowest_kcal_mol": 15.85,
  "smiles": "FC(F)C1CC1",
  "gap_ev": 12.2883
}

{
  "formula": "C32H85ClN7O13",
  "method": "ωB97M-V with the def2-TZVPD basis set",
  "species": ["Cl", "O", "O", "O", "O", "C", "O", "C", "C", "N", "C", "C", "O", "C", "H", "H", "H", "H", "H", "H", "H", "H", "H", "H", "H", "H", "H", "H", "H", "C", "O", "C", "C", "N", "C", "C", "O", "C", "H", "H", "H", "H", "H", "H", "H", "H", "H", "H", "H", "H", "H", "H", "H", "C", "C", "C", "O", "C", "N", "H", "H", "H", "H", "H", "H", "H", "H", "H", "H", "H", "C", "C", "C", "O", "C", "N", "H", "H", "H", "H", "H", "H", "H", "H", "H", "H", "H", "C", "C", "C", "O", "C", "N", "H", "H", "H", "H", "H", "H", "H", "H", "H", "H", "H", "C", "C", "C", "O", "C", "N", "H", "H", "H", "H", "H", "H", "H", "H", "H", "H", "H", "C", "C", "C", "O", "C", "N", "H", "H", "H", "H", "H", "H", "H", "H", "H", "H", "H"],
  "xyz": [[-24.375, -9.319, 10.321], [-25.396, -9.654, 11.245], [-24.223, -7.878, 10.201], [-23.152, -9.818, 10.888], [-24.725, -9.909, 9.045], [-25.865, -7.191, 17.721], [-26.554, -7.486, 16.524], [-25.987, -8.493, 15.660], [-26.839, -8.715, 14.467], [-28.158, -9.169, 14.957], [-28.945, -9.624, 13.801], [-29.207, -8.683, 12.667], [-29.728, -7.526, 13.371], [-29.994, -6.550, 12.430], [-24.786, -7.233, 17.574], [-26.106, -7.891, 18.521], [-26.120, -6.234, 18.176], [-25.908, -9.433, 16.206], [-24.939, -8.290, 15.442], [-26.297, -9.429, 13.847], [-27.072, -7.824, 13.884], [-27.994, -10.078, 15.365], [-29.926, -10.004, 14.083], [-28.475, -10.554, 13.481], [-29.981, -9.046, 11.991], [-28.323, -8.445, 12.074], [-30.212, -5.575, 12.865], [-30.872, -6.694, 11.800], [-29.275, -6.322, 11.644], [-28.501, -8.105, 8.844], [-28.938, -9.426, 8.642], [-28.109, -10.502, 9.200], [-28.880, -11.794, 9.625], [-29.223, -12.679, 8.469], [-30.237, -13.648, 8.913], [-31.644, -13.051, 9.083], [-32.342, -12.783, 7.884], [-31.825, -11.823, 6.984], [-29.381, -7.485, 8.670], [-27.732, -7.849, 8.115], [-28.153, -8.055, 9.875], [-27.661, -10.093, 10.106], [-27.300, -10.662, 8.488], [-29.750, -11.478, 10.200], [-28.269, -12.375, 10.316], [-28.546, -13.164, 7.898], [-29.943, -14.003, 9.901], [-30.268, -14.423, 8.147], [-31.566, -12.153, 9.695], [-32.295, -13.820, 9.500], [-32.416, -11.793, 6.068], [-30.886, -12.224, 6.604], [-31.667, -10.888, 7.520], [-21.321, -15.194, 16.835], [-21.980, -14.641, 15.511], [-21.940, -13.098, 15.469], [-21.999, -12.468, 14.192], [-22.349, -11.130, 14.264], [-21.213, -15.042, 14.333], [-21.395, -16.257, 17.063], [-21.559, -14.665, 17.758], [-20.240, -15.142, 16.712], [-22.969, -15.087, 15.401], [-21.047, -12.606, 15.852], [-22.706, -12.777, 16.174], [-21.534, -10.639, 14.795], [-23.204, -10.845, 14.877], [-22.416, -10.615, 13.305], [-21.147, -16.049, 14.334], [-20.365, -14.789, 14.819], [-17.671, -7.448, 8.395], [-19.106, -7.045, 8.719], [-19.283, -5.523, 8.854], [-20.247, -5.252, 9.891], [-21.571, -5.552, 9.483], [-20.016, -7.702, 7.801], [-17.062, -7.303, 9.287], [-17.272, -6.890, 7.548], [-17.574, -8.497, 8.116], [-19.219, -7.561, 9.672], [-19.444, -4.919, 7.961], [-18.307, -5.119, 9.125], [-21.853, -6.604, 9.519], [-21.753, -5.292, 8.440], [-22.261, -4.988, 10.110], [-20.871, -7.166, 7.765], [-20.352, -8.609, 8.091], [-26.006, -4.351, 13.303], [-24.483, -4.715, 13.466], [-23.946, -4.544, 14.945], [-24.489, -3.346, 15.466], [-24.061, -2.059, 14.970], [-24.216, -6.061, 13.100], [-26.331, -3.398, 13.721], [-26.564, -5.147, 13.796], [-26.324, -4.308, 12.261], [-23.871, -3.961, 12.971], [-22.886, -4.765, 15.072], [-24.461, -5.308, 15.528], [-24.930, -1.414, 14.838], [-23.519, -2.098, 14.024], [-23.533, -1.541, 15.771], [-23.256, -6.301, 13.300], [-24.358, -6.061, 12.100], [-25.906, -13.584, 11.391], [-24.469, -13.884, 11.137], [-24.079, -13.620, 9.618], [-22.664, -13.808, 9.352], [-22.175, -13.273, 8.105], [-23.560, -13.064, 11.952], [-26.115, -12.540, 11.154], [-26.267, -13.700, 12.413], [-26.533, -14.349, 10.934], [-24.295, -14.920, 11.430], [-24.484, -12.655, 9.314], [-24.632, -14.448, 9.173], [-22.214, -12.225, 8.402], [-22.853, -13.580, 7.309], [-21.160, -13.619, 7.910], [-23.616, -12.104, 11.642], [-24.149, -12.972, 12.767], [-18.974, -11.328, 10.098], [-19.718, -12.666, 10.473], [-18.692, -13.742, 11.006], [-19.337, -14.782, 11.771], [-18.336, -15.748, 12.183], [-20.786, -12.317, 11.465], [-19.699, -10.599, 9.736], [-18.166, -11.429, 9.373], [-18.478, -10.812, 10.920], [-20.218, -13.027, 9.574], [-17.903, -13.204, 11.532], [-18.158, -14.282, 10.224], [-18.194, -16.427, 11.342], [-18.719, -16.339, 13.015], [-17.406, -15.467, 12.677], [-21.311, -11.506, 11.171], [-20.248, -11.885, 12.203]],
  "e_above_lowest_kcal_mol": 11.24,
  "gap_ev": 8.0089,
  "total_charge": -1
}

{
  "formula": "H22O11",
  "method": "ωB97M-V with the def2-TZVPD basis set",
  "species": ["O", "H", "H", "O", "H", "H", "O", "H", "H", "O", "H", "H", "O", "H", "H", "O", "H", "H", "O", "H", "H", "O", "H", "H", "O", "H", "H", "O", "H", "H", "O", "H", "H"],
  "xyz": [[2.173, -1.247, 0.905], [3.023, -0.776, 0.743], [2.013, -1.388, -0.034], [3.409, 2.365, 0.742], [2.588, 1.853, 0.766], [3.367, 2.859, -0.110], [-1.472, -2.412, 1.995], [-2.219, -2.092, 1.458], [-1.314, -1.680, 2.597], [-2.651, 0.265, 1.722], [-1.763, 0.302, 2.126], [-3.116, 0.958, 2.168], [-1.936, 0.924, -0.830], [-2.675, 0.865, -0.203], [-2.173, 1.446, -1.606], [1.745, 0.108, -1.872], [0.918, -0.396, -1.864], [2.403, -0.252, -2.458], [-0.029, 2.138, 0.759], [0.270, 2.946, 0.353], [-0.635, 1.676, 0.168], [-0.632, 1.557, -3.264], [-0.345, 0.649, -3.431], [0.121, 2.111, -3.272], [0.146, -2.896, -0.131], [-0.181, -2.581, 0.748], [-0.113, -3.836, -0.095], [0.169, 0.149, 2.929], [0.372, 1.070, 2.581], [0.502, -0.508, 2.242], [-0.509, -1.346, -2.322], [-1.204, -0.859, -1.923], [-0.253, -1.970, -1.588]],
  "e_above_lowest_kcal_mol": 13.69,
  "smiles": "O.O.O.O.O.O.O.O.O.O.O",
  "gap_ev": 11.3091
}

{
  "formula": "C34H32FeGeN3O3S4Sb",
  "method": "ωB97M-V with the def2-TZVPD basis set",
  "species": ["Fe", "S", "Sb", "S", "S", "S", "C", "C", "C", "C", "C", "N", "C", "O", "N", "C", "C", "C", "C", "N", "C", "C", "C", "H", "H", "H", "H", "H", "H", "H", "H", "H", "H", "H", "H", "H", "O", "C", "O", "C", "C", "Ge", "C", "C", "C", "C", "C", "C", "C", "C", "C", "C", "C", "C", "C", "C", "C", "C", "C", "C", "H", "H", "H", "H", "H", "H", "H", "H", "H", "H", "H", "H", "H", "H", "H", "H", "H", "H", "H"],
  "xyz": [[-1.257, -1.761, -0.936], [-4.459, -4.141, 2.047], [-3.929, -2.658, 0.387], [-2.210, -1.107, 1.128], [-2.670, -3.654, -1.397], [-5.667, -1.432, -0.494], [-5.525, 1.994, 1.180], [-4.588, 2.780, 0.305], [-5.045, 3.792, -0.531], [-4.179, 4.484, -1.369], [-2.821, 4.198, -1.355], [-1.969, 4.899, -2.253], [-0.798, 4.499, -2.854], [0.023, 5.329, -3.231], [-0.580, 3.159, -3.029], [-1.501, 2.082, -2.967], [-2.779, 2.146, -3.506], [-3.615, 1.056, -3.355], [-3.147, -0.079, -2.708], [-1.907, -0.141, -2.225], [-1.110, 0.918, -2.334], [-2.343, 3.223, -0.489], [-3.221, 2.505, 0.308], [-6.557, 2.105, 0.849], [-5.462, 2.334, 2.219], [-5.285, 0.931, 1.148], [-6.106, 4.015, -0.563], [-4.559, 5.226, -2.062], [-2.050, 5.902, -2.269], [0.352, 2.958, -3.353], [-3.114, 3.046, -4.006], [-4.632, 1.075, -3.723], [-3.778, -0.944, -2.539], [-0.114, 0.826, -1.919], [-1.285, 2.991, -0.473], [-2.843, 1.683, 0.908], [0.743, -1.881, -1.264], [1.421, -1.656, -2.334], [1.003, -1.179, -3.384], [2.897, -2.020, -2.225], [3.274, -2.817, -0.980], [2.732, -1.948, 0.701], [1.368, -2.853, 1.744], [1.253, -2.533, 3.098], [0.207, -3.036, 3.861], [-0.746, -3.859, 3.276], [-0.633, -4.200, 1.936], [0.420, -3.705, 1.179], [4.362, -1.929, 1.838], [4.695, -0.823, 2.621], [5.821, -0.823, 3.436], [6.646, -1.939, 3.482], [6.334, -3.051, 2.710], [5.205, -3.040, 1.901], [2.304, -0.047, 0.482], [1.071, 0.446, 0.907], [0.724, 1.776, 0.700], [1.601, 2.633, 0.047], [2.837, 2.159, -0.374], [3.187, 0.832, -0.146], [3.440, -1.071, -2.256], [3.164, -2.550, -3.142], [4.355, -2.982, -0.954], [2.795, -3.799, -1.007], [1.982, -1.875, 3.564], [0.114, -2.751, 4.903], [-1.616, -4.190, 3.829], [-1.410, -4.789, 1.464], [0.460, -3.938, 0.120], [4.065, 0.061, 2.588], [6.055, 0.050, 4.036], [7.525, -1.943, 4.116], [6.971, -3.928, 2.740], [4.976, -3.922, 1.309], [0.357, -0.216, 1.386], [-0.242, 2.129, 1.041], [1.322, 3.664, -0.136], [3.528, 2.822, -0.882], [4.162, 0.480, -0.473]],
  "e_above_lowest_kcal_mol": 0.00,
  "spin_multiplicity": 5,
  "gap_ev": [5.9864, 5.9896],
  "total_charge": -2
}

{
  "formula": "C11H14NOS",
  "method": "ωB97M-V with the def2-TZVPD basis set",
  "species": ["C", "C", "C", "C", "C", "C", "C", "C", "C", "C", "C", "N", "O", "S", "H", "H", "H", "H", "H", "H", "H", "H", "H", "H", "H", "H", "H", "H"],
  "xyz": [[-1.561, -1.341, 2.402], [-1.944, -0.034, 2.381], [-0.720, -1.900, 1.441], [-1.325, 0.787, 1.390], [-0.212, -1.116, 0.432], [-0.511, 0.268, 0.437], [2.164, -1.280, -0.465], [0.747, -1.816, -0.479], [3.210, -2.372, -0.189], [-1.576, 3.126, -1.755], [-0.258, 2.939, -1.063], [2.493, -0.143, -0.659], [-0.351, 0.515, -2.159], [0.198, 1.163, -1.027], [-2.096, -2.031, 2.969], [-2.447, 0.551, 3.158], [-0.314, -2.994, 1.377], [-1.570, 1.819, 1.438], [0.873, -2.847, -0.098], [0.283, -1.820, -1.487], [2.868, -2.896, 0.699], [4.123, -1.981, -0.036], [3.263, -2.923, -1.190], [-1.472, 3.380, -2.910], [-2.159, 2.227, -1.651], [-2.232, 3.822, -1.163], [-0.115, 3.497, -0.106], [0.642, 3.399, -1.686]],
  "e_above_lowest_kcal_mol": 93.51,
  "gap_ev": [6.1977, 8.4248],
  "total_charge": 1
}

{
  "formula": "C18H24N4O2Si",
  "method": "ωB97M-V with the def2-TZVPD basis set",
  "species": ["C", "C", "N", "C", "C", "C", "O", "C", "C", "N", "C", "C", "C", "C", "C", "N", "C", "N", "C", "Si", "C", "C", "C", "O", "C", "H", "H", "H", "H", "H", "H", "H", "H", "H", "H", "H", "H", "H", "H", "H", "H", "H", "H", "H", "H", "H", "H", "H", "H"],
  "xyz": [[-4.593, -0.425, 0.228], [-3.692, 0.294, -0.691], [-4.153, 0.918, -1.740], [-3.253, 1.587, -2.491], [-1.903, 1.666, -2.313], [-1.018, 2.319, -3.328], [0.149, 1.574, -3.648], [-1.398, 1.028, -1.144], [-0.141, 0.825, -0.535], [1.151, 0.912, -1.079], [1.942, 2.015, -0.757], [3.294, 1.961, -1.088], [4.119, 2.975, -0.665], [3.539, 3.976, 0.088], [2.196, 3.987, 0.278], [1.358, 3.051, -0.118], [-0.358, 0.099, 0.645], [0.731, -0.236, 1.449], [0.744, -1.231, 2.518], [0.510, -2.960, 1.869], [-1.283, -3.274, 1.449], [1.304, -3.117, 0.220], [1.229, -4.218, 3.131], [-1.686, -0.214, 0.796], [-2.320, 0.335, -0.310], [-4.942, -1.387, -0.166], [-5.461, 0.182, 0.457], [-4.097, -0.648, 1.181], [-3.647, 2.120, -3.375], [-1.541, 2.439, -4.285], [-0.705, 3.312, -2.996], [0.562, 1.344, -2.780], [1.639, 0.040, -1.257], [3.668, 1.139, -1.671], [5.179, 2.941, -0.831], [4.161, 4.712, 0.571], [1.761, 4.809, 0.803], [1.646, 0.067, 1.133], [1.721, -1.235, 2.940], [0.036, -0.977, 3.338], [-1.868, -3.122, 2.343], [-1.427, -4.303, 1.068], [-1.610, -2.576, 0.697], [2.283, -2.626, 0.328], [0.704, -2.608, -0.528], [1.417, -4.166, -0.057], [1.215, -3.682, 4.085], [2.258, -4.541, 2.992], [0.578, -5.080, 3.246]],
  "e_above_lowest_kcal_mol": 8.08,
  "smiles": "Cc1ncc(CO)c2c(Nc3ccccn3)c(NC[Si](C)(C)C)oc12",
  "gap_ev": 7.9632
}

{
  "formula": "C5H10O",
  "method": "ωB97M-V with the def2-TZVPD basis set",
  "species": ["C", "C", "C", "C", "O", "C", "H", "H", "H", "H", "H", "H", "H", "H", "H", "H"],
  "xyz": [[1.906, 0.029, -0.708], [1.014, 0.194, 0.503], [-0.310, 0.845, 0.333], [-1.934, -0.567, 0.313], [-2.184, -0.583, -1.031], [-0.117, -0.816, 0.689], [2.447, 0.954, -0.941], [1.312, -0.243, -1.589], [2.646, -0.764, -0.548], [1.545, 0.471, 1.415], [-0.575, 1.177, -0.670], [-0.641, 1.493, 1.140], [-2.381, 0.311, 0.799], [-2.452, 0.287, -1.375], [-0.229, -1.167, 1.711], [-0.047, -1.620, -0.041]],
  "e_above_lowest_kcal_mol": 127.34,
  "gap_ev": 7.7885
}